# 1
This record from OMol25 describes a cluster of 8 separate species, C16H50N2O8 in total in a non-equilibrium geometry. The level of theory is ωB97M-V/def2-TZVPD.

Calculated values
Total charge   0
SMILES string   COC[C@H](C)N.COC[C@H](C)N.CCO.CCO.CCO.CCO.O.O

Last column: Löwdin charge in e.
Element x y z (Å)
C  -6.2489  -2.9486  12.4592  -0.10
O  -5.3403  -2.1503  13.2330  -0.20
C  -6.0520  -1.4595  14.2861  -0.19
C  -4.9483  -1.0550  15.2716  -0.42
C  -4.5633  -2.2636  16.0597  -0.06
N  -5.4126  0.0425  16.1878  0.04
H  -7.2344  -2.4323  12.3321  0.10
H  -6.4427  -3.8908  12.9697  0.06
H  -5.7813  -3.2637  11.4783  0.10
H  -6.6028  -0.6208  13.7864  0.14
H  -6.7428  -2.0862  14.7902  0.09
H  -4.1061  -0.6719  14.6617  0.14
H  -5.3743  -2.4558  16.7899  0.06
H  -3.6864  -1.9440  16.6102  0.08
H  -4.4419  -3.1762  15.4802  0.09
H  -4.6227  0.6840  16.4222  0.09
H  -6.0943  0.6190  15.7556  0.04
C  -7.6282  0.3220  20.3670  -0.06
O  -6.7450  -0.4824  21.1470  -0.25
C  -7.2228  -0.9557  22.3917  -0.18
C  -5.9924  -1.5321  23.1361  -0.46
C  -5.6885  -2.9359  22.6582  -0.04
N  -6.2115  -1.4979  24.5291  0.04
H  -8.1091  1.0507  21.0064  0.09
H  -8.2509  -0.4395  19.8808  0.08
H  -7.0505  0.7987  19.5892  0.08
H  -7.8532  -0.1875  22.8894  0.13
H  -7.9165  -1.7556  22.1403  0.11
H  -5.2338  -0.8209  22.7679  0.14
H  -4.7630  -3.2126  23.1457  0.08
H  -5.5146  -3.0259  21.5754  0.07
H  -6.5557  -3.5117  22.8989  0.06
H  -5.4523  -1.8921  25.0665  0.08
H  -6.4559  -0.5929  24.8579  0.07
C  -11.1340  -4.2938  23.8896  -0.08
C  -10.8918  -3.1671  22.8587  -0.29
O  -10.7576  -3.7312  21.5521  -0.13
H  -12.0859  -4.7959  23.7374  0.06
H  -11.1332  -3.8476  24.9050  0.08
H  -10.4262  -5.1390  23.8714  0.07
H  -9.9437  -2.6242  23.1605  0.11
H  -11.7196  -2.4634  22.8101  0.11
H  -10.7027  -3.1550  20.7507  0.05
C  -10.1525  -1.8891  16.9600  -0.08
C  -10.7269  -2.5839  18.1661  -0.31
O  -10.0006  -2.4101  19.3682  -0.13
H  -10.8016  -1.8601  16.0540  0.10
H  -9.2239  -2.3352  16.7804  0.02
H  -10.0360  -0.8496  17.1724  0.06
H  -10.8347  -3.6708  17.9722  0.12
H  -11.7422  -2.1758  18.3327  0.12
H  -9.0838  -2.7890  19.2590  0.07
C  -6.6649  -6.8152  21.1985  -0.09
C  -7.8791  -6.1519  21.8065  -0.29
O  -8.2257  -4.9771  21.0411  -0.11
H  -6.2057  -7.5395  21.9229  0.09
H  -5.8575  -6.1169  20.9785  0.07
H  -6.8547  -7.4042  20.2952  0.07
H  -7.6864  -5.7887  22.8133  0.10
H  -8.7299  -6.8373  21.8762  0.12
H  -9.0358  -4.6674  21.4505  0.04
C  -7.5481  -6.4613  14.8658  -0.07
C  -8.3781  -5.1668  15.0452  -0.30
O  -7.8161  -4.0916  15.8013  -0.09
H  -7.3842  -6.9433  15.8368  0.07
H  -6.5859  -6.3785  14.4334  0.04
H  -8.1696  -7.1433  14.2301  0.09
H  -9.3155  -5.4406  15.4674  0.09
H  -8.7206  -4.7510  14.1132  0.10
H  -7.6938  -4.4822  16.6395  0.02
O  -5.5913  -2.4845  19.2588  -0.05
H  -5.2435  -2.1217  18.4714  -0.01
H  -5.9389  -1.7528  19.8477  0.06
O  -7.8433  -3.8306  18.4998  -0.04
H  -7.9671  -4.4489  19.2308  0.04
H  -7.0428  -3.3725  18.7439  0.00

# 2
This record from OMol25 describes an isolated molecule of C4H5FN2 in a non-equilibrium geometry. The level of theory is ωB97M-V/def2-TZVPD.

Calculated values
Total charge   0
SMILES string   N#CC1(F)CNC1

Last column: Löwdin charge in e.
Element x y z (Å)
N  0.1686  3.1403  -1.7485  0.18
C  0.6626  2.3123  -1.1298  -0.15
C  0.9053  1.2132  -0.2317  -0.34
F  1.9211  1.4928  0.6677  0.02
C  -0.6885  0.7809  0.5027  -0.03
N  -0.5540  -0.4425  -0.2671  -0.05
C  0.8521  -0.2442  -0.6893  -0.11
H  -0.6767  0.6344  1.5223  0.08
H  -1.4797  1.2982  0.1654  0.06
H  -0.9069  -1.1761  0.3079  0.09
H  0.9087  -0.2409  -1.7465  0.10
H  1.6799  -0.6450  -0.0538  0.14

# 3
This record from OMol25 describes a structure of composition C39H39AsCsN3O2S. The level of theory is ωB97M-V/def2-TZVPD.

Calculated values
Total charge   -2

Last column: Löwdin charge in e.
Element x y z (Å)
Cs  0.1452  -1.0375  0.3642  1.14
C  3.7696  -0.9062  1.0573  -0.13
N  2.9934  -1.4589  2.1505  -0.23
C  3.0288  -0.5700  3.3125  -0.22
C  2.2217  0.7323  3.2196  -0.16
C  0.7574  0.6112  3.6799  -0.22
N  -0.1983  0.7826  2.5977  -0.07
C  -1.3972  0.3757  2.7133  -0.25
C  -2.0770  -0.3688  3.7874  -0.15
C  -3.3599  0.0537  4.1327  -0.09
C  -4.0956  -0.5509  5.1384  -0.16
C  -3.5202  -1.6441  5.7963  -0.15
C  -2.2820  -2.1246  5.4439  -0.05
C  -1.4984  -1.5517  4.3840  -0.44
O  -0.4065  -2.0645  4.0021  -0.11
C  3.4630  -2.7821  2.5397  -0.23
C  3.3692  -3.8661  1.4641  -0.17
C  1.9564  -4.4235  1.2206  -0.24
N  1.6411  -4.4606  -0.2040  0.03
C  0.5184  -3.9472  -0.5286  -0.25
C  0.0248  -3.7126  -1.8815  -0.18
C  0.6636  -4.3194  -2.9654  -0.07
C  0.2466  -4.1139  -4.2646  -0.14
C  -0.8422  -3.2598  -4.4846  -0.13
C  -1.4905  -2.6380  -3.4461  -0.04
C  -1.0980  -2.8232  -2.0814  -0.48
O  -1.6807  -2.2104  -1.1291  -0.35
H  4.8527  -0.8970  1.2903  0.09
H  3.4561  0.1148  0.8463  0.05
H  3.6267  -1.4586  0.1292  0.05
H  4.0873  -0.3265  3.5361  0.11
H  2.6475  -1.1375  4.1645  0.11
H  2.2690  1.1626  2.2165  0.09
H  2.7163  1.4567  3.8750  0.10
H  0.5229  1.4000  4.4055  0.12
H  0.6122  -0.3534  4.1740  0.08
H  -2.0215  0.5888  1.8318  0.10
H  -3.7789  0.8994  3.5923  0.10
H  -5.0839  -0.1951  5.4020  0.07
H  -4.0662  -2.1405  6.5946  0.08
H  -1.8597  -2.9919  5.9404  0.09
H  2.8760  -3.0967  3.4068  0.12
H  4.5202  -2.7132  2.8718  0.11
H  4.0380  -4.6752  1.7729  0.10
H  3.7665  -3.5050  0.5149  0.09
H  1.2176  -3.8382  1.7887  0.10
H  1.9030  -5.4483  1.6056  0.10
H  -0.1311  -3.5885  0.2780  0.04
H  1.5123  -4.9591  -2.7492  0.10
H  0.7578  -4.5865  -5.0945  0.07
H  -1.1803  -3.0706  -5.4998  0.09
H  -2.3245  -1.9706  -3.6323  0.09
S  2.2496  0.2294  -1.9964  0.41
C  1.8134  1.3520  -3.2620  -0.78
C  2.7633  1.7101  -4.2421  -0.15
C  2.4708  2.5981  -5.2582  -0.13
C  1.2088  3.1794  -5.3510  -0.14
C  0.2537  2.8474  -4.4019  -0.13
C  0.5430  1.9573  -3.3707  -0.43
As  -0.7882  1.3684  -2.0938  1.29
C  -0.4210  2.6159  -0.6009  -0.39
C  -1.4602  2.9697  0.2552  -0.15
C  -1.2290  3.7854  1.3542  -0.11
C  0.0503  4.2522  1.6136  -0.11
C  1.0931  3.8938  0.7712  -0.10
C  0.8633  3.0786  -0.3291  -0.11
C  -2.4033  2.2924  -2.7429  -0.40
C  -3.4257  1.4556  -3.1863  -0.11
C  -4.6250  1.9787  -3.6586  -0.10
C  -4.8180  3.3511  -3.6880  -0.12
C  -3.8082  4.1961  -3.2441  -0.10
C  -2.6124  3.6696  -2.7775  -0.13
H  3.7442  1.2553  -4.1783  0.08
H  3.2356  2.8363  -5.9908  0.08
H  0.9710  3.8727  -6.1495  0.08
H  -0.7367  3.2823  -4.4661  0.08
H  -2.4649  2.6031  0.0728  0.10
H  -2.0488  4.0334  2.0185  0.10
H  0.2386  4.8762  2.4797  0.09
H  2.1005  4.2385  0.9765  0.10
H  1.6856  2.7739  -0.9656  0.07
H  -3.2894  0.3805  -3.1427  0.08
H  -5.4063  1.3056  -3.9913  0.09
H  -5.7527  3.7648  -4.0487  0.09
H  -3.9522  5.2706  -3.2593  0.09
H  -1.8315  4.3344  -2.4261  0.11

# 4
This record from OMol25 describes a cluster of 7 separate species, C29H30Cl4F4O in total in a non-equilibrium geometry. The level of theory is ωB97M-V/def2-TZVPD.

Calculated values
Total charge   0
SMILES string   Fc1ccccc1.Fc1ccccc1.Fc1ccccc1.Fc1ccccc1.CC(C)=O.ClCCl.ClCCl

Last column: Löwdin charge in e.
Element x y z (Å)
F  -5.2520  -2.4027  2.1448  0.05
C  -4.4975  -1.6477  2.9732  -0.28
C  -3.1325  -1.6246  2.7564  -0.02
C  -2.3393  -0.9064  3.6422  -0.08
C  -2.9255  -0.2266  4.7115  -0.09
C  -4.2980  -0.2250  4.8689  -0.08
C  -5.1080  -0.9507  3.9939  -0.01
H  -2.7313  -2.0748  1.8599  0.09
H  -1.2846  -0.7292  3.4737  0.10
H  -2.3098  0.3998  5.3439  0.10
H  -4.7749  0.3372  5.6611  0.10
H  -6.1860  -0.9422  4.0768  0.12
F  4.8810  4.1764  -3.7862  0.06
C  5.5107  3.4616  -2.8341  -0.30
C  4.8762  3.2707  -1.6173  -0.03
C  5.5577  2.6450  -0.5849  -0.10
C  6.7993  2.0777  -0.8274  -0.10
C  7.4259  2.2995  -2.0394  -0.08
C  6.7782  2.9849  -3.0677  -0.01
H  3.8653  3.6449  -1.5019  0.12
H  5.0405  2.4987  0.3549  0.10
H  7.2461  1.4607  -0.0590  0.11
H  8.3798  1.8318  -2.2476  0.11
H  7.2852  3.1668  -4.0057  0.12
F  -6.9748  -1.5892  -2.2952  0.05
C  -5.6273  -1.5251  -2.3119  -0.28
C  -4.9501  -1.4188  -1.1112  -0.01
C  -3.5738  -1.3065  -1.1626  -0.07
C  -2.9081  -1.2213  -2.3804  -0.09
C  -3.6083  -1.4096  -3.5541  -0.09
C  -4.9757  -1.6037  -3.5296  -0.02
H  -5.5530  -1.3659  -0.2146  0.11
H  -3.0061  -1.2023  -0.2462  0.08
H  -1.8258  -1.2075  -2.3877  0.10
H  -3.0959  -1.4097  -4.5083  0.11
H  -5.5536  -1.7211  -4.4368  0.12
F  -0.8537  -1.2767  0.8017  0.03
C  -0.0823  -0.1654  0.7424  -0.27
C  -0.6373  1.0417  1.1211  -0.01
C  0.1499  2.1854  1.0796  -0.08
C  1.4801  2.0892  0.6979  -0.09
C  1.9767  0.8804  0.2334  -0.10
C  1.2141  -0.2776  0.3057  -0.01
H  -1.6799  1.0954  1.4117  0.12
H  -0.3021  3.1269  1.3558  0.05
H  2.0967  2.9748  0.8021  0.10
H  3.0038  0.8225  -0.1038  0.06
H  1.6291  -1.2275  0.0013  0.10
C  2.8177  -5.1172  0.7912  -0.02
C  1.7797  -4.0990  1.1824  -0.50
C  0.3382  -4.4554  0.9571  -0.02
O  2.0955  -3.0450  1.6886  0.06
H  2.5813  -5.5863  -0.1639  0.08
H  2.9011  -5.8647  1.5796  0.09
H  3.7747  -4.6103  0.6694  0.08
H  0.0600  -5.3499  1.5161  0.09
H  0.1900  -4.7145  -0.0959  0.09
H  -0.2830  -3.6022  1.2141  0.06
Cl  4.1718  -0.5507  -2.1644  0.54
C  2.9961  0.3046  -3.1733  -1.01
Cl  2.0809  -0.7991  -4.2194  0.51
H  2.2774  0.7898  -2.5237  0.01
H  3.5328  1.0121  -3.7917  0.02
Cl  -4.0478  5.9878  2.0803  0.52
C  -3.3785  5.7844  0.4766  -1.04
Cl  -1.6486  5.4097  0.5083  0.52
H  -3.8746  4.9830  -0.0580  0.03
H  -3.5137  6.7087  -0.0734  0.02

Relative energy (zero: lowest compared OMol25 entry of this formula, charge and spin) readings, ordered: 44.5; 295.6; 71.1; 0.0 kJ/mol
HOMO energy readings, ordered: -9.138; -9.732; -1.851; -9.135 eV